Record 1
{
  "formula": "C34H32AuCl2NO4Sb",
  "method": "the ωB97M-V functional and the def2-TZVPD basis",
  "elements": ["Au", "C", "C", "C", "O", "C", "O", "O", "H", "H", "H", "H", "H", "H", "H", "Cl", "C", "C", "C", "Cl", "C", "C", "C", "C", "N", "C", "C", "O", "H", "H", "H", "H", "C", "C", "C", "C", "C", "C", "C", "Sb", "C", "C", "C", "C", "C", "C", "C", "C", "C", "C", "C", "C", "C", "C", "H", "H", "H", "H", "H", "H", "H", "H", "H", "H", "H", "H", "H", "H", "H", "H", "H", "H", "H", "H", "H"],
  "coordinates": [[-0.664, -0.584, -0.377], [-4.986, -2.394, -1.950], [-4.816, -1.851, -0.543], [-5.691, -2.530, 0.501], [-3.966, 0.299, 0.251], [-2.284, -3.528, -0.051], [-2.982, -4.465, -0.058], [-1.215, -3.000, -0.013], [-6.021, -2.319, -2.268], [-4.700, -3.445, -1.958], [-4.356, -1.849, -2.652], [-6.731, -2.513, 0.181], [-5.610, -2.024, 1.464], [-5.376, -3.566, 0.616], [-3.080, -1.228, 0.274], [-7.510, -0.375, -1.401], [-6.117, 0.392, -0.703], [-6.344, 1.793, -0.392], [-5.433, 2.749, -0.217], [-6.033, 4.345, 0.105], [-3.980, 2.631, -0.366], [-3.184, 3.738, -0.642], [-1.821, 3.592, -0.820], [-1.276, 2.334, -0.726], [-2.017, 1.248, -0.442], [-3.325, 1.406, -0.254], [-5.015, -0.313, -0.453], [-3.419, -2.028, -0.195], [-7.386, 2.081, -0.359], [-3.640, 4.716, -0.707], [-1.182, 4.440, -1.017], [-0.214, 2.172, -0.856], [5.203, 0.100, -0.213], [4.704, -1.061, -1.033], [5.596, -1.712, -1.884], [5.207, -2.781, -2.674], [3.899, -3.239, -2.629], [2.992, -2.607, -1.796], [3.384, -1.526, -1.004], [1.843, -0.621, 0.122], [2.289, 1.456, -0.085], [2.540, 2.230, 1.044], [2.753, 3.597, 0.935], [2.730, 4.195, -0.315], [2.496, 3.425, -1.446], [2.272, 2.053, -1.355], [2.029, 1.254, -2.609], [2.350, -0.930, 2.150], [3.505, -1.653, 2.433], [3.864, -1.925, 3.745], [3.056, -1.476, 4.777], [1.894, -0.773, 4.496], [1.512, -0.497, 3.187], [0.209, 0.215, 2.933], [6.256, -0.038, 0.031], [4.658, 0.219, 0.722], [5.111, 1.038, -0.766], [6.624, -1.369, -1.917], [5.930, -3.261, -3.320], [3.587, -4.079, -3.235], [1.967, -2.961, -1.762], [2.586, 1.765, 2.023], [2.952, 4.186, 1.822], [2.909, 5.258, -0.414], [2.500, 3.893, -2.424], [2.027, 1.895, -3.488], [1.066, 0.732, -2.575], [2.798, 0.492, -2.752], [4.135, -2.010, 1.626], [4.767, -2.483, 3.954], [3.325, -1.681, 5.806], [1.263, -0.435, 5.310], [-0.179, 0.652, 3.852], [-0.545, -0.485, 2.557], [0.311, 1.021, 2.201]],
  "total_charge": 1,
  "e_lumo_ev": -3.208
}

Record 2
{
  "formula": "C19H28FeN",
  "method": "the ωB97M-V functional and the def2-TZVPD basis",
  "elements": ["C", "C", "C", "C", "C", "C", "C", "N", "H", "H", "H", "H", "H", "H", "H", "H", "H", "H", "H", "H", "H", "H", "H", "C", "C", "C", "C", "C", "C", "C", "Fe", "C", "C", "C", "C", "C", "H", "H", "H", "H", "H", "H", "H", "H", "H", "H", "H", "H", "H"],
  "coordinates": [[-1.358, 4.704, 2.846], [-0.779, 3.317, 2.569], [0.351, 3.431, 1.551], [-1.893, 2.362, 2.096], [-3.043, 2.182, 3.113], [-3.470, 0.714, 2.992], [-2.289, -0.009, 2.319], [-1.525, 1.037, 1.689], [-1.819, 5.109, 1.935], [-2.115, 4.689, 3.639], [-0.568, 5.398, 3.156], [-0.383, 2.906, 3.514], [-0.040, 3.790, 0.586], [1.097, 4.155, 1.906], [0.869, 2.476, 1.394], [-2.325, 2.850, 1.200], [-2.683, 2.398, 4.126], [-3.853, 2.875, 2.877], [-3.721, 0.277, 3.960], [-4.353, 0.656, 2.349], [-1.681, -0.555, 3.067], [-2.648, -0.766, 1.603], [-0.587, 0.827, 1.386], [-1.341, -0.814, -1.619], [-0.632, -1.648, -2.606], [0.198, -2.725, -2.279], [0.956, -3.581, -3.231], [1.884, -4.389, -2.491], [1.767, -4.044, -1.080], [0.772, -3.021, -0.943], [2.171, -2.445, -2.208], [2.445, -0.493, -1.959], [2.579, -0.872, -3.355], [3.613, -1.885, -3.448], [4.119, -2.136, -2.111], [3.396, -1.277, -1.189], [-1.746, 0.074, -2.132], [-2.190, -1.347, -1.154], [-0.690, -0.463, -0.805], [-0.879, -1.519, -3.659], [0.731, -3.632, -4.291], [2.511, -5.179, -2.899], [2.285, -4.533, -0.260], [0.398, -2.574, -0.031], [1.824, 0.313, -1.577], [2.076, -0.395, -4.192], [4.015, -2.296, -4.369], [4.961, -2.773, -1.860], [3.595, -1.167, -0.126]],
  "total_charge": -1,
  "e_lumo_ev": [2.749, 0.876],
  "spin_multiplicity": 5,
  "s_squared": 6.09
}

Record 3
{
  "formula": "C4H8O2",
  "method": "the ωB97M-V functional and the def2-TZVPD basis",
  "elements": ["C", "C", "C", "O", "H", "H", "H", "H", "H", "H", "C", "O", "H", "H"],
  "coordinates": [[-0.963, 0.737, -1.561], [0.067, 0.148, -0.953], [1.235, 0.880, -0.350], [0.134, -1.218, -0.907], [-1.754, 0.141, -2.005], [-1.008, 1.816, -1.660], [2.134, 0.715, -0.954], [1.043, 1.954, -0.297], [1.451, 0.516, 0.661], [0.614, -1.473, -0.101], [-0.753, -1.053, 2.032], [0.425, -1.287, 1.885], [-1.481, -1.200, 1.216], [-1.143, -0.675, 2.994]],
  "e_lumo_ev": 0.408,
  "relative_energy_kcal_mol": 46.1,
  "smiles": "C=C(C)O.C=O"
}